[1]
This record from the Open Molecules 2025 dataset describes a cluster of 3 separate species, C11H29BN3O5 in total in a non-equilibrium geometry. The level of theory is ωB97M-V with the def2-TZVPD basis set.

Cartesian coordinates (Å):
C -1.522 2.417 4.034
B -1.978 2.595 2.470
O -3.324 2.223 2.028
N -1.070 3.185 1.434
C 0.086 2.298 1.109
C -0.301 0.752 0.905
O 0.180 -0.169 1.658
O -1.141 0.454 -0.147
H -1.930 1.468 4.521
H -2.021 3.302 4.594
H -0.399 2.517 4.201
H -3.384 1.244 1.945
H -0.754 4.122 1.734
H 0.490 2.658 0.084
H 0.982 2.423 1.833
C -1.099 1.645 -5.680
C -1.391 1.051 -4.304
C -2.885 0.748 -4.069
O -3.682 1.896 -3.788
C -4.092 2.621 -4.933
N -0.854 1.947 -3.275
H -1.383 2.697 -5.752
H -0.028 1.590 -5.897
H -1.625 1.094 -6.466
H -0.851 0.100 -4.243
H -2.963 0.114 -3.180
H -3.315 0.172 -4.899
H -4.283 1.967 -5.789
H -3.344 3.374 -5.189
H -5.016 3.148 -4.686
H -0.965 1.502 -2.363
H -1.474 2.756 -3.224
C 4.465 -3.555 1.562
C 4.175 -4.140 2.941
C 2.682 -4.447 3.179
O 1.885 -3.303 3.452
C 1.468 -2.582 2.295
N 4.709 -3.232 3.964
H 4.176 -2.506 1.481
H 5.536 -3.607 1.345
H 3.941 -4.114 0.781
H 4.719 -5.089 3.009
H 2.608 -5.076 4.074
H 2.255 -5.031 2.354
H 1.277 -3.243 1.444
H 2.212 -1.830 2.034
H 0.545 -2.057 2.537
H 4.600 -3.669 4.877
H 4.084 -2.425 4.007

For the molecular weight, the calculation gives 294.2 Da. For the HOMO energy, the calculation gives -4.583 eV. The total charge is -1. The value obtained for the largest force on an atom is 0.105 hartree/bohr. Its multiplicity is 1. Its orbital gap is 7.6 eV.

=====

[2]
This record from the Open Molecules 2025 dataset describes a cluster of 6 separate species, C11H29F4N5O12S4 in total in a non-equilibrium geometry. The level of theory is ωB97M-V with the def2-TZVPD basis set.

Cartesian coordinates (Å):
C 2.610 -12.956 19.589
C 3.323 -13.485 20.790
O 3.794 -14.807 20.776
H 1.527 -13.082 19.582
H 2.939 -13.443 18.671
H 2.941 -11.936 19.392
H 2.750 -13.435 21.716
H 4.094 -12.799 21.139
C 6.506 -11.775 19.444
C 7.459 -12.958 19.779
O 8.626 -12.802 20.037
N 6.806 -14.327 19.697
H 5.819 -14.263 19.903
H 6.737 -14.451 18.697
C 7.671 -15.311 20.361
H 5.536 -11.999 19.886
H 6.584 -11.411 18.419
H 6.869 -11.041 20.163
H 7.157 -16.248 20.148
H 7.514 -15.164 21.429
H 8.658 -15.386 19.904
C 1.461 -15.736 23.679
C 2.772 -15.916 24.382
O 2.879 -16.199 25.553
N 4.034 -15.675 23.509
H 4.484 -16.553 23.293
H 3.856 -15.462 22.538
C 4.925 -14.670 24.161
H 1.355 -14.706 23.341
H 0.652 -15.946 24.379
H 1.330 -16.521 22.935
H 5.087 -14.905 25.213
H 4.381 -13.727 24.197
H 5.892 -14.515 23.682
C 3.130 -15.910 15.781
C 2.841 -16.162 17.199
O 1.685 -16.347 17.630
N 4.002 -16.059 18.186
H 4.718 -15.486 17.760
H 3.714 -15.608 19.042
C 4.668 -17.430 18.361
H 2.384 -16.335 15.109
H 4.080 -16.365 15.501
H 3.134 -14.822 15.716
H 5.537 -17.365 19.016
H 4.961 -17.837 17.393
H 3.964 -18.077 18.884
N 0.289 -12.482 24.229
S 0.997 -12.285 25.474
O 0.622 -11.208 26.346
O 2.428 -12.669 25.496
F 0.180 -13.371 26.410
S 0.993 -11.091 23.616
O 2.377 -11.180 23.143
O 0.358 -9.840 24.042
F 0.286 -11.367 22.209
N 5.777 -9.018 24.106
S 4.335 -8.750 24.215
O 3.595 -9.631 25.150
O 3.660 -8.095 23.082
F 4.575 -7.528 25.183
S 5.525 -10.449 23.121
O 4.922 -10.315 21.798
O 5.305 -11.607 23.887
F 7.044 -10.704 22.725

For the molecular weight, the calculation gives 627.6 Da. For the HOMO energy (spin up / spin down), the calculation gives -2.907 / -5.937 eV. The total charge is -1. The value obtained for the largest force on an atom is 0.258 hartree/bohr. Its multiplicity is 2. Its orbital gap (spin up / spin down) is 4.0 / 7.0 eV.

=====

[3]
This record from the Open Molecules 2025 dataset describes a structure of composition C11H29FLiO4Zn in a non-equilibrium geometry. The level of theory is ωB97M-V with the def2-TZVPD basis set.

Cartesian coordinates (Å):
Li 1.032 22.298 12.392
Zn 3.515 20.839 11.431
F 1.480 20.758 11.141
C 4.997 24.088 12.317
C 3.504 23.898 12.402
O 3.158 22.540 12.630
H 5.483 23.698 13.211
H 5.380 25.094 12.150
H 5.415 23.544 11.469
H 3.183 24.186 11.401
H 2.932 24.534 13.077
C 1.961 16.982 12.689
C 2.402 18.407 13.021
C 3.183 18.520 14.350
O 3.246 18.762 11.968
H 2.865 16.389 12.549
H 1.373 16.856 11.780
H 1.377 16.622 13.536
H 1.550 19.082 13.096
H 3.685 17.589 14.611
H 2.436 18.665 15.130
H 3.854 19.368 14.487
H 4.076 18.301 12.109
C 3.654 23.410 8.110
C 2.852 22.110 8.350
C 2.736 21.288 6.990
O 3.643 21.403 9.223
H 4.626 23.222 7.653
H 3.795 24.085 8.954
H 3.137 24.134 7.480
H 1.913 22.259 8.883
H 2.271 20.315 7.150
H 3.658 21.255 6.409
H 2.091 21.881 6.342
H 4.479 21.209 8.794
C -1.032 18.367 10.562
C -0.090 18.579 9.385
C -0.265 17.487 8.270
O -0.239 19.858 8.792
H -2.031 18.701 10.280
H -0.676 18.978 11.391
H -1.158 17.314 10.816
H 0.980 18.591 9.593
H -1.305 17.169 8.193
H 0.318 16.602 8.523
H 0.251 17.722 7.339
H 0.369 20.332 9.364

For the molecular weight, the calculation gives 316.7 Da. For the HOMO energy (spin up / spin down), the calculation gives -15.117 / -15.111 eV. The total charge is +2. The value obtained for the largest force on an atom is 0.088 hartree/bohr. Its multiplicity is 2. Its orbital gap (spin up / spin down) is 8.3 / 3.2 eV.

=====

[4]
This record from the Open Molecules 2025 dataset describes a structure of composition C11H30Ba4F3O9 in a non-equilibrium geometry. The level of theory is ωB97M-V with the def2-TZVPD basis set.

Cartesian coordinates (Å):
Ba -42.121 41.098 -9.458
Ba -42.934 38.006 -11.810
Ba -38.966 37.984 -9.990
Ba -44.496 41.453 -12.962
C -40.159 36.571 -13.630
O -41.501 36.189 -14.055
O -40.418 36.897 -12.281
C -39.084 35.434 -13.920
F -37.951 35.584 -13.259
F -39.665 34.294 -13.620
F -38.757 35.349 -15.200
C -41.763 36.272 -15.454
C -43.174 35.661 -15.683
H -43.272 34.603 -15.440
H -43.935 36.218 -15.137
H -43.527 35.925 -16.680
H -41.188 35.720 -16.198
H -41.628 37.328 -15.688
H -39.707 37.340 -14.257
O -39.250 40.733 -10.308
C -39.493 41.506 -11.490
C -40.414 40.824 -12.608
O -41.768 40.526 -12.323
H -38.572 41.779 -12.005
H -39.952 42.467 -11.257
H -39.975 39.846 -12.806
H -40.398 41.400 -13.533
C -36.830 39.071 -12.625
O -36.333 38.358 -11.462
H -36.725 40.115 -12.329
H -36.292 38.751 -13.517
H -37.879 38.882 -12.849
H -35.380 38.282 -11.549
C -39.327 39.631 -16.300
O -40.592 40.149 -16.702
H -39.267 38.547 -16.386
H -38.560 40.188 -16.839
H -39.256 39.736 -15.217
H -41.200 39.774 -16.061
C -41.770 43.122 -15.169
O -42.864 42.233 -15.047
H -41.309 43.302 -14.197
H -41.074 42.558 -15.791
H -41.969 44.113 -15.574
H -42.502 41.378 -15.290
C -35.884 42.107 -9.909
O -36.733 41.408 -9.052
H -35.071 41.542 -10.365
H -36.420 42.464 -10.788
H -35.375 42.908 -9.373
H -37.641 41.399 -9.362
C -37.847 43.690 -15.374
O -37.478 42.518 -16.042
H -36.947 44.011 -14.850
H -38.200 44.407 -16.117
H -38.576 43.443 -14.603
H -38.223 42.205 -16.561

For the molecular weight, the calculation gives 912.7 Da. For the HOMO energy (spin up / spin down), the calculation gives -24.321 / -22.467 eV. The total charge is +6. The value obtained for the largest force on an atom is 0.089 hartree/bohr. Its multiplicity is 2. Its orbital gap (spin up / spin down) is 4.0 / 2.1 eV.

=====

[5]
This record from the Open Molecules 2025 dataset describes a structure of composition C11H30Cl2OP3Pt in a non-equilibrium geometry. The level of theory is ωB97M-V with the def2-TZVPD basis set.

Cartesian coordinates (Å):
C 0.881 -0.174 -4.362
C 0.836 -0.149 -2.889
H 1.932 -0.119 -4.662
H 0.332 0.671 -4.798
H 0.411 -1.091 -4.740
O 1.653 -0.131 -2.013
Cl -1.349 -0.237 -2.361
Pt -0.403 -0.065 -0.230
P -0.337 2.339 -0.488
C 0.917 3.292 0.447
C -0.091 2.935 -2.188
H 0.076 4.017 -2.151
H -1.957 4.130 -0.331
H -0.972 2.737 -2.809
H -2.722 2.513 -0.555
H 1.909 2.908 0.174
H 0.784 2.462 -2.644
C -1.943 3.076 -0.026
H 0.850 4.345 0.144
H -2.130 3.002 1.050
H 0.795 3.234 1.535
P -0.034 -2.438 -0.230
C 1.426 -3.029 0.680
C -1.501 -3.314 0.418
H -0.737 -3.128 -2.439
H 0.418 -4.271 -1.686
H 1.011 -2.752 -2.420
C 0.188 -3.210 -1.861
H -2.381 -2.941 -0.119
H -1.380 -4.393 0.250
H 1.649 -4.054 0.351
H 1.257 -3.029 1.759
H -1.647 -3.123 1.484
H 2.278 -2.382 0.441
Cl -2.763 -0.195 0.469
C -0.233 -1.297 3.128
P 0.050 0.105 1.971
C -0.955 1.371 2.865
C 1.800 0.512 2.319
H -1.089 -1.901 2.816
H -0.466 -0.893 4.124
H 0.655 -1.929 3.230
H -0.879 1.197 3.949
H -0.630 2.395 2.655
H -2.002 1.244 2.563
H 1.914 0.829 3.365
H 2.418 -0.380 2.151
H 2.161 1.314 1.667

For the molecular weight, the calculation gives 537.3 Da. For the HOMO energy (spin up / spin down), the calculation gives -16.074 / -20.550 eV. The total charge is +3. The value obtained for the largest force on an atom is 0.084 hartree/bohr. Its multiplicity is 5. Its orbital gap (spin up / spin down) is 5.4 / 5.6 eV.